# 1
Here is a 2-piece molecular cluster, C3H9NO3 overall from OMol25. Energies are from ωB97M-V/def2-TZVPD.

For the molar mass, the calculation gives 107.109 g/mol. The gap between HOMO and LUMO is 10.11 eV. As for the total charge: 0. Its structure (SMILES) is CNCC(=O)O.O. Its energy is -400.13294 a.u.

Geometry as XYZ:
```
16
Properties=species:S:1:pos:R:3:nbo_charge:R:1
C 1.619 0.322 -0.696 -0.447
N 0.623 0.297 0.439 -0.669
C 0.211 -1.092 0.832 -0.341
C -1.197 -0.842 1.148 0.797
O -1.858 -1.805 0.392 -0.728
O -1.824 -0.099 1.893 -0.569
H 2.347 1.132 -0.443 0.198
H 0.954 0.689 -1.577 0.225
H 2.165 -0.606 -0.591 0.198
H 0.944 0.921 1.313 0.382
H 0.892 -1.453 1.696 0.213
H 0.285 -1.726 -0.037 0.238
H -2.802 -1.693 0.233 0.500
H -0.490 2.382 -2.100 0.455
H -0.730 1.707 -0.821 0.482
O -1.139 1.865 -1.682 -0.935
```

# 2
Here is a 2-piece molecular cluster, C3H9NO3 overall from OMol25. Energies are from ωB97M-V/def2-TZVPD.

For the molar mass, the calculation gives 107.109 g/mol. The gap between HOMO and LUMO is 10.31 eV. As for the total charge: 0. Its structure (SMILES) is CC(=O)NCO.O. Its energy is -400.18141 a.u.

Geometry as XYZ:
```
16
Properties=species:S:1:pos:R:3:nbo_charge:R:1
O -3.084 1.831 -0.250 -0.609
C -1.975 1.656 0.219 0.670
N -0.980 1.076 -0.504 -0.637
C 0.335 0.683 -0.010 0.101
O 0.728 -0.499 -0.685 -0.714
C -1.600 2.128 1.585 -0.729
H -1.120 0.736 -1.441 0.412
H 0.246 0.521 1.034 0.164
H 1.095 1.428 -0.237 0.163
H 0.604 -1.251 -0.093 0.479
H -1.340 1.339 2.278 0.224
H -2.461 2.628 2.017 0.247
H -0.797 2.860 1.579 0.229
H 3.308 -5.814 -1.650 0.472
H 3.917 -4.441 -2.080 0.473
O 3.121 -4.881 -1.761 -0.944
```

# 3
Here is a 2-piece molecular cluster, C3H9NO3 overall from OMol25. Energies are from ωB97M-V/def2-TZVPD.

For the molar mass, the calculation gives 107.109 g/mol. The gap between HOMO and LUMO is 10.39 eV. As for the total charge: 0. Its structure (SMILES) is CC(=O)NCO.O. Its energy is -400.16610 a.u.

Geometry as XYZ:
```
16
Properties=species:S:1:pos:R:3:nbo_charge:R:1
O -2.474 0.625 -1.289 -0.612
C -1.594 0.331 -0.482 0.680
N -0.499 1.192 -0.588 -0.656
C 0.686 1.204 0.219 0.088
O 1.734 0.471 -0.279 -0.719
C -1.589 -0.749 0.516 -0.719
H -0.640 1.959 -1.233 0.412
H 0.624 0.899 1.254 0.175
H 0.893 2.334 0.431 0.146
H 1.833 0.422 -1.231 0.483
H -2.030 -0.311 1.418 0.245
H -0.572 -0.929 0.853 0.225
H -2.094 -1.651 0.269 0.251
H 2.109 -3.022 0.847 0.470
H 2.289 -2.009 2.029 0.470
O 2.722 -2.424 1.274 -0.938
```

# 4
Here is a 2-piece molecular cluster, C3H9NO3 overall from OMol25. Energies are from ωB97M-V/def2-TZVPD.

For the molar mass, the calculation gives 107.109 g/mol. The gap between HOMO and LUMO is 10.37 eV. As for the total charge: 0. Its structure (SMILES) is CCNC(=O)O.O. Its energy is -400.17712 a.u.

Geometry as XYZ:
```
16
Properties=species:S:1:pos:R:3:nbo_charge:R:1
C 0.273 -1.540 -0.608 -0.240
N -0.882 -0.813 -0.014 -0.668
C -0.674 0.078 1.026 0.887
O -1.946 0.343 1.462 -0.710
O 0.388 0.383 1.462 -0.638
C 0.231 -0.947 -2.063 -0.625
H 0.127 -2.716 -0.382 0.203
H 1.210 -1.299 -0.046 0.233
H -1.846 -1.188 -0.186 0.414
H -1.955 1.168 2.042 0.497
H 1.171 -1.384 -2.605 0.210
H -0.664 -1.257 -2.696 0.213
H 0.179 0.167 -2.035 0.223
H 2.255 2.623 0.020 0.474
H 1.621 1.366 -0.638 0.472
O 2.196 2.107 -0.862 -0.945
```

# 5
Here is a 2-piece molecular cluster, C3H9NO3 overall from OMol25. Energies are from ωB97M-V/def2-TZVPD.

For the molar mass, the calculation gives 107.109 g/mol. The gap between HOMO and LUMO is 9.97 eV. As for the total charge: 0. Its structure (SMILES) is CCNC(=O)O.O. Its energy is -400.20290 a.u.

Geometry as XYZ:
```
16
Properties=species:S:1:pos:R:3:nbo_charge:R:1
C 0.726 -0.761 -1.325 -0.217
N 0.306 -0.148 -0.053 -0.670
C 1.153 0.710 0.625 0.885
O 0.774 0.940 1.901 -0.689
O 2.119 1.207 0.124 -0.626
C -0.145 -0.321 -2.488 -0.619
H 1.760 -0.635 -1.589 0.235
H 0.501 -1.815 -1.100 0.184
H -0.564 -0.434 0.356 0.389
H 0.071 0.300 2.086 0.491
H 0.140 0.647 -2.901 0.216
H -1.209 -0.332 -2.262 0.202
H -0.079 -1.005 -3.348 0.210
H -2.614 0.515 3.084 0.486
H -1.251 0.886 3.731 0.486
O -1.688 0.248 3.160 -0.963
```

# 6
Here is a 2-piece molecular cluster, C3H9NO3 overall from OMol25. Energies are from ωB97M-V/def2-TZVPD.

For the molar mass, the calculation gives 107.109 g/mol. The gap between HOMO and LUMO is 10.83 eV. As for the total charge: 0. Its structure (SMILES) is CCNC(=O)O.O. Its energy is -400.21253 a.u.

Geometry as XYZ:
```
16
Properties=species:S:1:pos:R:3:nbo_charge:R:1
C -0.531 -0.980 -0.202 -0.233
N -0.515 -0.363 1.107 -0.624
C 0.027 0.846 1.356 0.886
O 0.124 1.018 2.709 -0.702
O 0.376 1.686 0.574 -0.668
C 0.727 -1.782 -0.535 -0.635
H -1.435 -1.552 -0.400 0.206
H -0.557 -0.129 -0.886 0.231
H -0.651 -0.911 1.941 0.402
H 0.488 1.883 2.829 0.496
H 0.896 -1.669 -1.612 0.213
H 0.781 -2.862 -0.382 0.211
H 1.641 -1.385 -0.092 0.216
H 0.061 2.004 -1.535 0.489
H -0.666 1.963 -2.892 0.460
O -0.765 2.233 -1.979 -0.948
```

# 7
Here is a 2-piece molecular cluster, C3H9NO3 overall from OMol25. Energies are from ωB97M-V/def2-TZVPD.

For the molar mass, the calculation gives 107.109 g/mol. The gap between HOMO and LUMO is 10.21 eV. As for the total charge: 0. Its structure (SMILES) is NC(O)O.CC=O. Its energy is -400.16859 a.u.

Geometry as XYZ:
```
16
Properties=species:S:1:pos:R:3:nbo_charge:R:1
C -1.415 -0.116 -0.030 0.487
N -0.962 1.120 -0.597 -0.854
O -1.113 -0.179 1.321 -0.715
O -2.800 -0.246 -0.246 -0.739
H -3.111 -1.078 0.126 0.479
H -1.472 0.603 1.762 0.469
H -0.864 -0.948 -0.493 0.147
H -0.994 1.076 -1.608 0.376
H -1.578 1.873 -0.302 0.363
C 2.198 0.313 -0.125 -0.749
C 1.876 -1.114 0.169 0.446
O 1.943 -2.020 -0.616 -0.538
H 1.531 -1.286 1.206 0.106
H 1.254 0.861 -0.146 0.275
H 2.693 0.409 -1.087 0.223
H 2.814 0.731 0.667 0.224
```

# 8
Here is a 2-piece molecular cluster, C3H9NO3 overall from OMol25. Energies are from ωB97M-V/def2-TZVPD.

For the molar mass, the calculation gives 107.109 g/mol. The gap between HOMO and LUMO is 9.29 eV. As for the total charge: 0. Its structure (SMILES) is CNCC(=O)O.O. Its energy is -400.17964 a.u.

Geometry as XYZ:
```
16
Properties=species:S:1:pos:R:3:nbo_charge:R:1
C 0.094 1.276 1.485 -0.407
N -0.142 1.267 0.078 -0.622
C -0.199 0.021 -0.608 -0.324
C -0.364 0.216 -2.099 0.783
O -0.593 -0.921 -2.782 -0.679
O -0.250 1.275 -2.641 -0.592
H -0.026 2.263 1.921 0.209
H 1.144 1.051 1.731 0.173
H -0.497 0.527 2.035 0.173
H -0.871 1.896 -0.213 0.373
H -0.886 -0.731 -0.206 0.204
H 0.794 -0.444 -0.544 0.212
H -0.528 -0.627 -3.717 0.495
H 0.582 -3.129 1.670 0.478
H 1.296 -1.739 1.999 0.478
O 0.446 -2.202 1.893 -0.954
```

Energy above the lowest of the compared OMol25 structures with the same formula, charge and spin for the records above, in order: 55.6; 25.1; 34.8; 27.8; 11.7; 5.6; 33.2; 26.3 kcal/mol